{
  "formula": "C2H4NO3P",
  "method": "ωB97M-V/def2-TZVPD",
  "gap_ev": 6.52,
  "total_charge": -2,
  "relative_energy_kcal_mol": 71.3,
  "total_energy_ev": -19057.4589,
  "elements": ["C", "C", "N", "O", "O", "O", "P", "H", "H", "H", "H"],
  "positions_angstrom": [[-0.5141, -0.8307, 0.1903], [-1.1844, -0.0297, -0.6256], [-0.7689, -1.6450, 1.0978], [2.1906, -1.8084, 0.3196], [1.5899, -0.3803, -1.6319], [2.6211, 1.4585, 1.0294], [1.4099, -0.6327, -0.1632], [-0.5190, 0.4152, -1.2810], [2.8574, 1.4120, 0.1147], [-2.2246, 0.0090, -0.8111], [-0.0989, -1.6223, 1.8114]],
  "atomic_forces_ev_per_a": [[1.6, 1.9, 0.1], [-0.4, 0.5, -0.9], [-2.3, -2.6, 1.9], [0.0, 0.4, 1.2], [0.2, 1.2, 0.3], [-0.9, -1.0, 0.4], [0.7, -1.2, -1.4], [0.5, 1.2, -1.7], [0.4, 0.2, -1.0], [-1.1, -0.1, 0.2], [1.2, -0.5, 1.0]],
  "lowdin_charge": [-0.698, -0.135, -0.040, -0.440, -0.442, -0.557, 0.598, -0.040, -0.205, -0.014, -0.028]
}